No. 1
89
Properties=species:S:1:pos:R:3 method="wB97M-V/def2-TZVPD" homo_energy_ev=-9.854 smiles="O=C1c2ccccc2C(=O)c2ccccc21.O=C1c2ccccc2C(=O)c2ccccc21.O=C1c2ccccc2C(=O)c2ccccc21.O=C(I)C[C@@H]1CCC(=O)O1" total_energy_ha=-2822.68742 charge=0 gap_ev=8.77
O 4.7844 -4.9564 0.3371
C 3.9188 -4.1106 0.4093
C 2.6747 -4.2077 -0.4058
C 2.5001 -5.3017 -1.2433
C 1.3391 -5.4244 -1.9873
C 0.3452 -4.4557 -1.8979
C 0.5192 -3.3562 -1.0750
C 1.6840 -3.2257 -0.3289
C 1.8579 -2.0285 0.5380
O 1.0232 -1.1472 0.5667
C 3.0902 -1.9415 1.3731
C 3.2594 -0.8525 2.2193
C 4.3857 -0.7646 3.0182
C 5.3500 -1.7660 2.9761
C 5.1914 -2.8493 2.1293
C 4.0641 -2.9405 1.3231
H 3.2766 -6.0514 -1.3030
H 1.2016 -6.2763 -2.6399
H -0.5629 -4.5619 -2.4765
H -0.2445 -2.5946 -1.0029
H 2.5023 -0.0817 2.2508
H 4.5126 0.0833 3.6781
H 6.2267 -1.6992 3.6062
H 5.9365 -3.6312 2.0870
O -2.1053 10.2067 6.2108
C -2.2394 9.0057 6.3062
C -1.3725 8.0713 5.5318
C -0.3837 8.5938 4.7075
C 0.4477 7.7422 4.0009
C 0.2981 6.3644 4.1181
C -0.6915 5.8388 4.9305
C -1.5340 6.6885 5.6354
C -2.6069 6.0999 6.4870
O -2.7798 4.9003 6.5327
C -3.4585 7.0327 7.2781
C -4.4429 6.5089 8.1063
C -5.2285 7.3576 8.8664
C -5.0345 8.7334 8.8031
C -4.0617 9.2614 7.9723
C -3.2724 8.4149 7.2046
H -0.2736 9.6662 4.6278
H 1.2177 8.1491 3.3588
H 0.9547 5.7005 3.5714
H -0.8180 4.7692 5.0285
H -4.5831 5.4381 8.1503
H -5.9933 6.9482 9.5127
H -5.6459 9.3940 9.4032
H -3.9059 10.3293 7.9128
O -0.5837 -6.2238 -5.2179
C -0.3201 -6.5122 -6.3670
C 0.5165 -5.6122 -7.2093
C 1.0157 -4.4405 -6.6543
C 1.8185 -3.6057 -7.4118
C 2.1274 -3.9376 -8.7266
C 1.6239 -5.0983 -9.2880
C 0.8143 -5.9378 -8.5342
C 0.2696 -7.1755 -9.1624
O 0.4873 -7.4345 -10.3263
C -0.5485 -8.0868 -8.3113
C -1.0392 -9.2635 -8.8618
C -1.7809 -10.1338 -8.0819
C -2.0360 -9.8332 -6.7482
C -1.5576 -8.6574 -6.1970
C -0.8153 -7.7787 -6.9756
H 0.7731 -4.1931 -5.6302
H 2.2081 -2.6946 -6.9777
H 2.7619 -3.2874 -9.3137
H 1.8538 -5.3627 -10.3105
H -0.8327 -9.4890 -9.8985
H -2.1607 -11.0509 -8.5119
H -2.6109 -10.5182 -6.1395
H -1.7543 -8.4125 -5.1627
O 1.9186 3.1159 3.0004
C 1.7156 3.2870 1.8539
I 2.6894 4.9295 0.8158
C 0.7934 2.4748 0.9899
C -0.5035 3.2399 0.8472
C -1.4636 3.3113 2.0122
C -2.5613 4.1075 1.2836
C -2.5226 3.4661 -0.0962
O -3.3511 3.5070 -0.9548
O -1.3529 2.7736 -0.2246
H 0.6682 1.4971 1.4546
H 1.2675 2.3228 0.0219
H -0.2340 4.2632 0.5611
H -1.0450 3.7870 2.8935
H -1.8395 2.3078 2.2089
H -3.5401 4.1434 1.7448
H -2.1919 5.1321 1.1972

No. 2
102
Properties=species:S:1:pos:R:3 method="wB97M-V/def2-TZVPD" s2=0.79 multiplicity=2 homo_energy_ev="-1.891 / -2.391" total_energy_ha=-3938.64795 charge=-2 gap_ev="5.66 / 5.32"
In 0.6385 0.2272 0.8474
C 1.5256 -6.0304 -0.8956
C 0.4368 -5.8132 -1.7512
C -0.4150 -4.7297 -1.5690
C -0.1265 -3.8713 -0.5254
C -0.8221 -2.6508 -0.0287
N -1.9610 -2.3833 -0.4885
C -2.5526 0.0544 -0.5156
C -3.7791 0.9715 -0.5494
C -4.9718 0.9750 -1.2727
C -5.8921 1.9904 -1.0448
C -5.6501 3.0081 -0.1201
C -4.4516 3.0277 0.5726
C -3.5518 2.0034 0.3274
C -2.2078 1.8322 0.8841
N -1.7504 2.8688 1.6428
C -0.6312 2.8179 2.2801
N 0.1567 1.7315 2.5359
C 1.1757 2.1692 3.3797
N 2.0960 1.4751 3.9706
C 2.2727 0.1727 3.7243
N 1.6678 -0.6136 2.7632
C 2.1549 -1.8656 2.9092
N 1.8894 -2.9473 2.1924
C 0.9499 -2.9439 1.2675
N -0.0409 -2.0648 1.0136
C 0.9329 -4.0825 0.3151
C 1.7846 -5.1629 0.1602
C 3.1111 -1.9128 4.0103
C 3.8644 -2.9494 4.5460
C 4.7015 -2.6547 5.6092
C 4.7777 -1.3469 6.1250
C 4.0209 -0.3195 5.5877
C 3.1845 -0.6243 4.5155
C 1.0453 3.6144 3.6234
C 1.8222 4.5081 4.3405
C 1.4368 5.8431 4.3323
C 0.3040 6.2622 3.6258
C -0.4690 5.3498 2.9151
C -0.0720 4.0262 2.9367
N -1.6275 0.7522 0.4479
H 2.1697 -6.8864 -1.0612
H 0.2594 -6.5018 -2.5694
H -1.2677 -4.5447 -2.2124
H -5.1935 0.2335 -2.0233
H -6.8208 1.9820 -1.6039
H -6.3905 3.7829 0.0400
H -4.1921 3.8115 1.2736
H 2.6142 -5.3123 0.8407
H 3.7957 -3.9486 4.1329
H 5.3068 -3.4375 6.0515
H 5.4443 -1.1447 6.9556
H 4.0742 0.6920 5.9715
H 2.7047 4.1711 4.8697
H 2.0252 6.5749 4.8739
H 0.0361 7.3122 3.6264
H -1.3418 5.6506 2.3488
I 2.9396 1.7897 0.3738
O -0.1582 3.1044 -0.7945
N -0.2482 3.3330 -2.0458
C 0.8759 3.4300 -2.7939
C 0.7995 3.6045 -4.1573
C -0.4317 3.6776 -4.7885
C -1.5708 3.5711 -4.0062
C -1.4631 3.4054 -2.6444
H 1.7845 3.3144 -2.2215
H 1.7234 3.6540 -4.7187
H -0.5027 3.7830 -5.8626
H -2.5606 3.5892 -4.4426
H -2.2951 3.2765 -1.9678
O 2.5187 -1.4285 -0.3347
S 2.2879 -1.7834 -1.7911
C 3.6225 -2.9413 -2.1503
C 4.8633 -2.0622 -2.2540
C 4.4525 -0.9505 -3.2228
C 3.0690 -0.4636 -2.7668
H 3.3884 -3.4461 -3.0939
H 3.6203 -3.6665 -1.3336
H 5.7509 -2.6090 -2.5764
H 5.0608 -1.6333 -1.2678
H 4.3901 -1.3591 -4.2360
H 5.1713 -0.1298 -3.2406
H 2.3781 -0.1830 -3.5623
H 3.1086 0.3640 -2.0579
O -0.1788 0.6825 -3.2928
C -0.5118 0.2512 -2.1929
O 0.3435 -0.0541 -1.2671
C -1.9581 -0.0898 -1.9099
C -2.8937 -1.3863 0.0418
C -4.2319 -1.8506 -0.4256
C -4.5368 -2.0122 -1.7448
C -3.8149 -1.5440 -2.8405
C -2.5882 -0.7634 -2.8888
N -4.3672 -1.8957 -4.1201
O -3.8463 -1.4250 -5.1327
O -5.3695 -2.6138 -4.1890
N -5.2005 -2.2537 0.5391
O -4.9156 -2.1389 1.7326
O -6.3009 -2.6703 0.1725
H -2.8690 -1.3262 1.1263
H -5.4696 -2.5081 -1.9696
H -2.0665 -0.7910 -3.8355

No. 3
97
Properties=species:S:1:pos:R:3 method="wB97M-V/def2-TZVPD" relative_energy_kcal_mol=0.00 homo_energy_ev="-7.687 / -7.058" total_energy_ha=-6619.74769 charge=0 gap_ev="5.70 / 4.61"
Na 0.7318 0.7385 0.6956
S -2.7892 5.3019 -0.9612
C -3.9136 6.3376 -1.7078
C -4.8859 5.6400 -2.3568
C -4.7076 4.2346 -2.2345
C -3.6069 3.8944 -1.5012
C -3.1166 2.5373 -1.1870
C -1.9336 2.3358 -0.4473
N -1.4365 1.1575 -0.1360
C -2.1109 0.0530 -0.5370
C -3.2868 0.1356 -1.2867
C -3.9574 -1.0711 -1.7037
C -3.4709 -2.2802 -1.3760
C -2.2616 -2.4045 -0.6007
C -1.7141 -3.6534 -0.2704
C -0.5539 -3.7339 0.4547
C 0.0339 -2.5159 0.8461
N -0.4399 -1.3285 0.5416
C -1.5848 -1.2572 -0.1808
C 0.1040 -5.0080 0.8112
C 1.3378 -5.1870 1.3700
C 1.6723 -6.5579 1.5612
C 0.6818 -7.3900 1.1410
S -0.6455 -6.5208 0.5172
C -3.7745 1.4094 -1.6084
H -3.7905 7.4077 -1.6421
H -5.6922 6.1049 -2.9067
H -5.3726 3.5096 -2.6855
H -1.3564 3.1945 -0.1103
H -4.8626 -0.9831 -2.2928
H -3.9786 -3.1843 -1.6915
H -2.2154 -4.5512 -0.6176
H 0.9535 -2.5234 1.4208
H 1.9990 -4.3717 1.6349
H 2.6051 -6.9023 1.9857
H 0.6617 -8.4686 1.1608
H -4.6801 1.4871 -2.1988
C -0.6951 -0.1588 4.4460
P -0.8379 1.0540 3.0634
C -2.6662 1.2591 3.0395
C -0.2633 2.5857 3.9113
C -1.1063 3.3777 4.6944
C -0.6378 4.5232 5.3164
C 0.6924 4.8965 5.1699
C 1.5416 4.1202 4.3996
C 1.0841 2.9676 3.7591
P 2.2238 1.9348 2.7395
C 3.3674 1.2904 4.0268
C 3.3070 3.1880 1.9438
H -1.1060 0.2379 5.3753
H 0.3518 -0.4229 4.6074
H -1.2318 -1.0701 4.1752
H -3.1172 1.2322 4.0328
H -3.0878 0.4428 2.4490
H -2.9346 2.1951 2.5474
H -2.1466 3.1016 4.8180
H -1.3087 5.1263 5.9156
H 1.0634 5.7924 5.6519
H 2.5762 4.4235 4.2864
H 3.7087 2.0856 4.6909
H 4.2311 0.8377 3.5367
H 2.8742 0.5210 4.6218
H 3.9672 3.6881 2.6544
H 2.6930 3.9237 1.4261
H 3.9118 2.6825 1.1900
Se 3.4513 -0.7452 0.3751
C 4.7124 -1.7742 -0.5233
C 5.9207 -1.1969 -0.9405
C 6.8575 -1.9664 -1.6095
C 6.5981 -3.3089 -1.8683
C 5.3996 -3.8886 -1.4636
C 4.4570 -3.1279 -0.7934
H 6.1060 -0.1509 -0.7383
H 7.7892 -1.5211 -1.9330
H 7.3323 -3.9059 -2.3948
H 5.1991 -4.9306 -1.6768
H 3.5142 -3.5636 -0.4885
F -1.5551 1.5608 -5.2388
C -1.0545 0.5327 -4.5466
C -1.3748 -0.7262 -4.9598
F -2.1621 -0.8387 -6.0305
C -0.9345 -1.9053 -4.3017
C -0.1250 -1.6375 -3.1720
C 0.1940 -0.3807 -2.7732
F 0.9764 -0.2906 -1.6839
C -0.2428 0.8005 -3.4210
C 0.0710 2.1084 -2.9636
C 0.8618 2.3041 -1.8012
N 1.3811 2.4042 -0.7717
C -0.4888 3.3068 -3.5069
N -0.9194 4.3121 -3.8738
F 0.3511 -2.6516 -2.4393
C -1.2641 -3.2095 -4.7179
C -2.0551 -3.4953 -5.8765
N -2.6841 -3.8014 -6.7924
C -0.8492 -4.3809 -4.0050
N -0.5595 -5.3539 -3.4577

No. 4
93
Properties=species:S:1:pos:R:3 method="wB97M-V/def2-TZVPD" homo_energy_ev=-12.512 total_energy_ha=-6411.72505 charge=+2 gap_ev=5.64
Al -0.2648 0.5465 1.1977
F 3.9920 -0.5861 7.0224
C 3.0482 -0.7468 6.1275
C 2.0934 -1.7432 6.2833
F 2.1367 -2.5406 7.3271
C 1.0988 -1.8920 5.3281
F 0.1931 -2.8487 5.4891
C 1.0241 -1.0703 4.2106
P -0.2692 -1.3201 2.9420
C 0.0079 -3.0022 2.3220
C -0.6138 -4.1371 2.8409
C -0.3676 -5.3689 2.2572
C 0.4883 -5.4777 1.1683
C 1.1199 -4.3518 0.6594
C 0.8787 -3.1180 1.2374
C -1.8548 -1.2719 3.8113
C -2.9440 -1.9804 3.2994
C -4.1821 -1.8763 3.9133
C -4.3490 -1.0428 5.0102
C -3.2774 -0.3042 5.4918
C -2.0317 -0.4133 4.8960
C 2.0011 -0.0856 4.0757
Br 2.0039 1.1058 2.5858
C 3.0016 0.0812 5.0127
F 3.9178 1.0246 4.8524
H -1.2717 -4.0689 3.6951
H -0.8427 -6.2528 2.6611
H 0.6703 -6.4467 0.7232
H 1.7923 -4.4369 -0.1843
H 1.3843 -2.2369 0.8636
H -2.8221 -2.6200 2.4347
H -5.0179 -2.4497 3.5350
H -5.3174 -0.9656 5.4854
H -3.4175 0.3592 6.3346
H -1.1956 0.1579 5.2840
Te 2.8302 2.4382 -2.1064
C 2.0415 2.0204 -4.0508
C 2.3419 0.8347 -4.7039
C 1.6888 0.5690 -5.9034
N 0.7994 1.3928 -6.4440
C 0.5510 2.5446 -5.8318
C 1.1458 2.9085 -4.6281
C 1.0262 1.6264 -1.3119
P -0.1081 2.5386 -0.3121
C 0.2206 4.3011 -0.5526
C -0.5360 5.0624 -1.4384
C -0.0962 6.3307 -1.7860
C 1.0696 6.8469 -1.2356
C 1.7910 6.1073 -0.3100
C 1.3702 4.8336 0.0321
C -1.7965 2.2329 -0.9274
C -2.0634 2.1898 -2.2920
C -3.3578 1.9543 -2.7265
C -4.3856 1.7784 -1.8083
C -4.1243 1.8248 -0.4464
C -2.8281 2.0464 -0.0091
P 0.8226 -0.0730 -0.9031
C -0.6138 -0.8397 -1.7328
C -0.7112 -0.8603 -3.1241
C -1.7885 -1.4851 -3.7304
C -2.7715 -2.0936 -2.9624
C -2.6927 -2.0640 -1.5772
C -1.6151 -1.4367 -0.9741
C 2.2537 -1.0618 -1.3911
C 2.2079 -2.0320 -2.3876
C 3.3737 -2.6927 -2.7494
C 4.5705 -2.4072 -2.1087
C 4.6058 -1.4785 -1.0760
C 3.4505 -0.8086 -0.7147
H 3.0609 0.1350 -4.2986
H 1.8869 -0.3471 -6.4498
H -0.1554 3.2060 -6.3219
H 0.9132 3.8556 -4.1578
H -1.4533 4.6780 -1.8627
H -0.6670 6.9175 -2.4933
H 1.4093 7.8343 -1.5178
H 2.6866 6.5155 0.1386
H 1.9253 4.2540 0.7615
H -1.2550 2.3300 -3.0019
H -3.5686 1.9048 -3.7871
H -5.3955 1.6064 -2.1564
H -4.9291 1.6984 0.2657
H -2.6107 2.1147 1.0562
H 0.0497 -0.3729 -3.7252
H -1.8679 -1.4919 -4.8100
H -3.6067 -2.5866 -3.4417
H -3.4639 -2.5318 -0.9795
H -1.5503 -1.4228 0.1153
H 1.2790 -2.2639 -2.8890
H 3.3442 -3.4323 -3.5388
H 5.4793 -2.9112 -2.4092
H 5.5329 -1.2724 -0.5582
H 3.4710 -0.0855 0.0920

No. 5
100
Properties=species:S:1:pos:R:3 method="wB97M-V/def2-TZVPD" s2=2.03 relative_energy_kcal_mol=96.06 multiplicity=3 homo_energy_ev="-0.263 / -1.033" total_energy_ha=-4364.08714 charge=-2 gap_ev="4.42 / 4.50"
Ti -20.8277 4.7913 -0.0805
C -25.7221 3.0269 4.0370
C -25.1895 1.6954 4.0672
C -24.0590 1.4717 3.2372
C -23.3795 2.5064 2.5262
C -22.4745 2.5842 1.4758
N -22.3812 3.8933 1.0024
C -23.2473 4.6807 1.6979
N -23.6596 5.9018 1.4826
C -23.1720 6.6550 0.4660
C -23.6214 8.0356 0.3346
C -24.5208 8.7916 0.9475
C -24.5848 10.1248 0.5156
C -23.7489 10.7757 -0.3632
C -22.9095 9.8418 -1.0433
C -22.6874 8.5927 -0.5403
C -21.8404 7.5734 -1.0775
N -21.1324 7.7251 -2.2497
C -20.5324 6.5605 -2.6857
N -20.4213 5.2393 -2.2238
C -19.8065 4.5239 -3.0992
N -19.6451 3.1653 -3.1382
C -20.1732 2.3556 -2.1535
N -20.9104 2.8514 -1.0684
C -21.2868 1.6406 -0.3645
N -22.0015 1.4930 0.7377
C -20.8446 0.4997 -1.1438
C -21.1371 -0.8433 -0.8848
C -20.5052 -1.7355 -1.7928
C -19.7361 -1.3221 -2.8603
C -19.4834 0.0300 -3.2012
C -20.1003 0.9192 -2.2982
C -19.2631 5.3474 -4.1798
C -18.5406 4.9808 -5.2692
C -18.2636 6.0563 -6.1859
C -18.8553 7.3496 -6.0168
C -19.6234 7.7291 -4.8758
C -19.8354 6.6550 -4.0115
N -22.1086 6.4094 -0.3587
C -23.9535 3.7995 2.7618
C -25.0952 4.1545 3.4511
H -26.7688 3.2165 4.3356
H -25.7278 0.8002 4.4249
H -23.5757 0.4576 3.1618
H -25.1740 8.6722 1.8297
H -25.3246 10.8082 0.8816
H -23.7547 11.8626 -0.4808
H -22.4007 10.2379 -1.8415
H -21.8197 -1.1757 -0.1587
H -20.6442 -2.8335 -1.7345
H -19.0537 -2.0077 -3.4238
H -18.8961 0.3496 -3.9776
H -18.3401 3.8862 -5.2536
H -17.7383 5.6536 -6.9478
H -18.7426 8.1844 -6.7951
H -20.0858 8.6871 -4.9143
H -25.6422 5.0696 3.2713
F -14.8165 2.4930 1.7442
C -16.1612 2.5966 1.7381
F -16.6106 1.3743 1.5660
F -16.4773 3.0337 2.9787
C -16.6829 3.5564 0.6935
C -15.8478 4.3015 -0.1140
C -16.3286 5.1928 -1.0700
C -17.7189 5.2383 -1.1624
N -18.4871 4.6089 -0.3463
C -18.0569 3.8488 0.6886
S -19.3098 3.1614 1.6014
H -14.7919 4.3111 0.0444
H -15.8079 5.9896 -1.5032
H -18.1932 5.8785 -1.8970
C -17.6155 6.4357 2.3908
Si -19.3655 7.1003 1.9707
C -19.2053 8.8034 1.2721
C -20.2752 7.0342 3.6267
O -20.1063 6.0625 1.0775
H -17.1730 7.0903 3.1024
H -16.9970 6.4163 1.5126
H -17.7237 5.5002 2.8544
H -18.4048 9.2563 1.7956
H -20.1734 9.3562 1.2992
H -18.8912 8.6781 0.2244
H -21.1775 6.5320 3.3889
H -20.5877 7.8926 4.1212
H -19.8636 6.3436 4.3308
N -19.2787 10.3273 -2.3048
C -19.6288 11.4600 -1.6829
N -19.0177 12.6127 -1.9219
C -18.0173 12.1604 -2.8240
C -16.8659 12.7757 -3.3350
C -15.9753 12.0153 -4.1044
C -16.2656 10.7666 -4.4799
C -17.3394 10.0677 -3.9158
C -18.1540 10.7688 -2.9935
H -19.7655 9.3680 -2.2736
H -20.4784 11.3933 -1.0485
H -16.6735 13.7922 -3.1182
H -15.1551 12.5587 -4.6359
H -15.6923 10.2599 -5.1794
H -17.4999 9.0824 -4.1343

- Among the records above, which one has the highest charge?
  C48H34AlBrF4NP3Te

- Among the records above, which one has the highest charge?
  C48H34AlBrF4NP3Te